ORCA calculation (the ωB97M-V functional and the def2-TZVPD basis) on a cluster of 16 separate species, H32O16 in total at a distorted geometry.

## Properties
LUMO   -0.028 Ha
Gap between HOMO and LUMO   8.7 eV
Max |F|   0.090 hartree/bohr
HOMO energy   -9.43 eV
Calculated total energy   -1222.98662 Ha

The geometry in ORCA input format:
```
! RIJCOSX wB97M-V def2-TZVPD def2/J DEFGRID3
* xyz 0 1
O -1.107 16.557 -17.032
H -1.496 17.418 -17.052
H -1.849 16.117 -16.591
O 4.435 18.127 -14.644
H 3.997 18.919 -15.034
H 5.365 18.209 -14.805
O 2.123 16.187 -17.922
H 1.633 16.449 -18.631
H 1.848 16.811 -17.204
O 0.458 20.900 -14.812
H -0.059 21.236 -15.573
H 0.319 21.542 -14.094
O 2.098 19.285 -12.975
H 1.718 19.847 -12.244
H 1.911 19.727 -13.809
O 0.745 22.048 -19.327
H 0.133 21.558 -18.793
H 1.485 21.444 -19.291
O 2.284 19.721 -20.072
H 2.315 19.462 -19.131
H 3.199 19.962 -20.238
O 1.369 19.556 -17.387
H 0.495 19.472 -16.952
H 1.979 19.574 -16.638
O -1.761 19.069 -16.033
H -1.540 19.024 -15.072
H -2.678 19.452 -16.055
O 3.848 18.293 -17.922
H 4.695 18.055 -18.389
H 3.248 17.524 -17.990
O -0.901 19.667 -19.594
H -1.006 19.345 -20.470
H -1.623 19.193 -19.185
O -0.962 21.549 -16.997
H -1.311 20.636 -17.145
H -1.527 22.065 -16.385
O 0.950 17.233 -15.541
H 0.078 16.876 -15.885
H 0.819 17.468 -14.573
O 0.686 17.415 -19.967
H 0.523 18.339 -19.893
H 0.842 17.296 -20.935
O 4.563 20.855 -17.894
H 4.437 19.903 -17.859
H 5.472 20.795 -17.558
O 3.374 20.569 -15.262
H 2.890 21.390 -15.043
H 4.302 20.915 -15.249
*
```

From a natural (NBO) analysis of the wavefunction, the atomic charges in e read: -0.914, 0.481, 0.468, -0.952, 0.486, 0.451, -0.957, 0.487, 0.496, -1.001, 0.498, 0.467, -0.951, 0.457, 0.491, -0.962, 0.468, 0.482, -0.986, 0.509, 0.475, -0.971, 0.468, 0.501, -0.981, 0.515, 0.485, -1.009, 0.473, 0.516, -0.920, 0.476, 0.456, -0.948, 0.500, 0.481, -1.009, 0.491, 0.486, -0.970, 0.496, 0.473, -0.950, 0.485, 0.443, -0.964, 0.495, 0.486